{
  "formula": "C51H55N4OP2PdS",
  "method": "ωB97M-V/def2-TZVPD",
  "elements": ["Pd", "C", "N", "P", "C", "C", "C", "C", "C", "C", "C", "C", "C", "C", "C", "C", "P", "C", "C", "C", "C", "C", "C", "C", "C", "C", "C", "C", "C", "H", "H", "H", "H", "H", "H", "H", "H", "H", "H", "H", "H", "H", "H", "H", "H", "H", "H", "H", "H", "H", "H", "H", "C", "C", "C", "C", "C", "C", "C", "N", "C", "N", "C", "C", "C", "C", "C", "C", "C", "N", "C", "C", "C", "C", "C", "C", "C", "H", "H", "H", "H", "H", "H", "H", "H", "H", "H", "H", "H", "H", "H", "H", "H", "H", "H", "H", "H", "H", "H", "C", "C", "S", "O", "C", "C", "H", "H", "H", "H", "H", "H", "H", "H", "H", "H"],
  "xyz": [[-0.041252, 0.142526, -0.588464], [-2.542581, 3.070920, 0.626164], [-1.409920, 2.834902, -0.297997], [-1.520473, 1.750991, -1.653725], [-1.376699, 2.975886, -3.056584], [-1.333013, 2.528138, -4.376376], [-1.256277, 3.431694, -5.425475], [-1.229727, 4.801419, -5.174601], [-1.296859, 5.255324, -3.864366], [-1.370345, 4.345301, -2.814428], [-3.347997, 1.570164, -2.013415], [-4.296873, 2.591884, -1.876175], [-5.610197, 2.406419, -2.282067], [-6.003719, 1.204598, -2.867435], [-5.062803, 0.205607, -3.061192], [-3.750142, 0.391710, -2.634674], [0.019087, 2.491520, 0.696931], [0.089393, 4.239261, 1.437270], [0.084079, 5.406183, 0.667722], [0.139022, 6.657150, 1.266233], [0.214174, 6.765229, 2.655217], [0.237008, 5.615676, 3.429637], [0.169769, 4.364267, 2.818139], [1.540696, 2.772070, -0.318351], [1.653494, 3.213836, -1.633283], [2.902502, 3.439514, -2.203239], [4.062251, 3.238553, -1.465621], [3.962641, 2.786983, -0.153807], [2.715725, 2.553512, 0.406987], [-3.376124, 2.395849, 0.446234], [-2.898776, 4.105588, 0.570636], [-2.225428, 2.895048, 1.656371], [-1.340000, 1.464357, -4.584173], [-1.200326, 3.066512, -6.444795], [-1.161179, 5.506983, -5.993453], [-1.280224, 6.318867, -3.657104], [-1.417398, 4.696938, -1.789331], [-4.005421, 3.554103, -1.471708], [-6.328923, 3.208953, -2.152471], [-7.030486, 1.058621, -3.183380], [-5.349831, -0.729177, -3.528714], [-3.022895, -0.396149, -2.795400], [0.050805, 5.327331, -0.415226], [0.129786, 7.551839, 0.653574], [0.259848, 7.741519, 3.124677], [0.300490, 5.691526, 4.509414], [0.180509, 3.463353, 3.427889], [0.774477, 3.366920, -2.244304], [2.960155, 3.770436, -3.235176], [5.034225, 3.425747, -1.908733], [4.858019, 2.590857, 0.426615], [2.647088, 2.176014, 1.423315], [-3.336797, -3.199172, 5.405134], [-2.231307, -2.321394, 5.926496], [-2.031548, -2.139942, 7.288396], [-1.015792, -1.326312, 7.777878], [-0.196003, -0.663505, 6.877446], [-0.378324, -0.821312, 5.509333], [-1.380862, -1.663255, 5.022100], [-1.586990, -1.880122, 3.650520], [-0.808644, -1.281284, 2.618938], [0.498252, -1.640978, 2.698407], [1.665646, -1.387670, 1.887882], [1.642235, -0.778044, 0.620248], [2.922109, -0.664218, 0.057112], [4.104547, -1.099314, 0.638445], [4.060104, -1.713259, 1.878391], [2.840476, -1.862749, 2.519223], [2.811470, -2.534067, 3.873369], [-1.325143, -0.577002, 1.695176], [-2.696463, -0.298168, 1.689894], [-3.335168, 0.450531, 2.682780], [-4.688148, 0.752807, 2.577187], [-5.415738, 0.300224, 1.484468], [-4.785659, -0.468274, 0.509169], [-3.432439, -0.780562, 0.592185], [-2.705380, -1.636291, -0.412819], [-3.849764, -3.700201, 6.225448], [-2.945546, -3.960104, 4.723549], [-4.082646, -2.619658, 4.849894], [-2.687462, -2.657457, 7.982566], [-0.876346, -1.207794, 8.845301], [0.588987, -0.007029, 7.234663], [0.249501, -0.277763, 4.813299], [-2.554698, -1.965942, 3.384970], [0.665584, -2.260122, 3.468196], [3.014063, -0.174067, -0.903933], [5.056600, -0.953956, 0.132977], [4.966804, -2.067672, 2.360016], [3.828565, -2.735501, 4.210559], [2.284033, -3.496678, 3.848965], [2.331482, -1.915758, 4.640361], [-2.751003, 0.810189, 3.523938], [-5.167980, 1.350864, 3.344550], [-6.466328, 0.547203, 1.386785], [-5.356219, -0.819826, -0.344936], [-3.328752, -1.872622, -1.275373], [-2.384067, -2.573357, 0.052189], [-1.766568, -1.111991, -0.715982], [3.884456, -1.603221, -3.342245], [2.824469, -0.685199, -3.941634], [1.412347, -0.255564, -2.815006], [0.638512, 0.630550, -3.763942], [0.646251, -1.940177, -2.894960], [-0.508655, -1.955267, -3.881873], [4.662791, -1.824567, -4.076872], [3.471641, -2.557516, -3.008175], [4.359429, -1.139922, -2.475531], [2.377337, -1.074331, -4.863052], [3.245952, 0.299970, -4.155964], [0.314197, -2.151025, -1.881271], [1.421011, -2.657712, -3.168916], [-1.180268, -1.121418, -3.677969], [-1.065871, -2.891133, -3.798116], [-0.162051, -1.841030, -4.909666]],
  "forces_ev_per_angstrom": [[-0.28, 0.63, -0.15], [0.12, 0.13, -0.23], [-0.09, -0.16, 0.15], [0.19, 0.00, 0.59], [0.03, -0.12, 0.01], [-0.07, -0.06, -0.02], [0.00, 0.11, 0.05], [-0.03, -0.12, 0.09], [0.01, -0.09, -0.05], [-0.11, 0.11, -0.02], [0.06, -0.06, 0.02], [0.04, -0.05, -0.05], [0.05, -0.06, 0.01], [0.10, 0.04, 0.03], [0.02, 0.07, 0.06], [0.04, -0.02, -0.04], [0.13, 0.34, 0.03], [0.00, -0.01, -0.10], [0.00, 0.02, 0.05], [-0.02, -0.10, 0.07], [0.01, -0.06, -0.09], [-0.02, 0.00, -0.07], [0.01, -0.01, 0.09], [0.04, 0.12, 0.13], [-0.01, -0.03, -0.09], [-0.02, -0.03, 0.04], [-0.07, -0.02, 0.04], [-0.04, -0.01, -0.03], [0.00, 0.00, -0.01], [0.01, -0.05, -0.03], [0.00, 0.00, -0.05], [0.02, 0.00, 0.02], [0.06, 0.08, 0.04], [-0.02, 0.00, 0.03], [0.01, 0.00, -0.01], [-0.01, 0.00, 0.02], [0.01, -0.04, -0.07], [0.00, -0.06, 0.00], [0.04, -0.05, -0.01], [0.03, 0.02, 0.01], [0.02, 0.01, -0.02], [-0.04, 0.09, 0.04], [0.02, 0.01, 0.10], [0.01, -0.02, 0.01], [0.00, -0.03, -0.02], [0.00, -0.02, -0.02], [-0.02, 0.06, -0.04], [0.15, -0.02, 0.09], [-0.01, -0.02, 0.05], [-0.03, -0.04, 0.00], [-0.05, 0.03, -0.01], [0.02, -0.02, -0.04], [0.05, 0.01, 0.02], [-0.04, -0.04, 0.02], [0.00, 0.00, -0.01], [-0.03, -0.01, -0.07], [-0.03, -0.03, -0.04], [-0.02, 0.04, 0.01], [0.03, 0.07, -0.08], [0.21, -0.05, 0.15], [0.14, -0.08, -0.04], [-0.01, 0.15, -0.24], [-0.12, -0.04, 0.18], [-0.24, -0.07, 0.00], [0.12, 0.03, 0.02], [0.00, 0.00, -0.01], [-0.01, 0.02, 0.00], [-0.09, 0.07, 0.03], [0.01, 0.01, 0.02], [-0.26, 0.04, 0.09], [0.05, -0.09, 0.01], [0.01, 0.02, -0.06], [0.06, -0.03, -0.01], [0.08, -0.01, 0.00], [0.04, 0.02, -0.04], [-0.02, -0.10, 0.01], [-0.04, 0.04, 0.20], [0.00, 0.01, -0.01], [-0.02, 0.03, 0.02], [0.02, -0.02, 0.02], [0.03, 0.03, -0.04], [0.00, 0.00, -0.03], [-0.02, -0.02, -0.03], [-0.02, -0.04, 0.03], [-0.09, 0.06, 0.00], [0.00, -0.11, 0.02], [-0.02, 0.06, -0.07], [-0.06, 0.00, 0.01], [-0.04, 0.00, 0.00], [-0.02, -0.02, -0.01], [0.01, 0.04, 0.02], [0.03, -0.03, -0.04], [-0.01, 0.01, -0.04], [0.03, -0.03, -0.03], [0.02, -0.02, -0.01], [0.04, 0.01, 0.04], [0.02, 0.01, 0.08], [0.00, 0.01, -0.01], [-0.51, -0.33, -0.08], [-0.05, 0.06, 0.01], [0.03, 0.00, 0.13], [0.28, -0.07, -1.05], [0.14, -0.28, 0.28], [0.00, 0.16, -0.05], [0.05, 0.05, 0.02], [-0.02, 0.03, 0.00], [0.01, 0.03, -0.01], [-0.03, -0.02, -0.05], [0.06, 0.00, 0.07], [-0.04, -0.05, -0.06], [-0.03, -0.03, 0.10], [-0.03, 0.03, 0.03], [0.00, -0.03, 0.01], [0.03, 0.00, 0.00], [0.00, -0.01, 0.00]],
  "mulliken_charge": [0.08, -1.58, 0.39, 1.04, 0.47, -0.69, -0.69, -0.70, -0.65, -0.16, 1.17, -0.55, -0.78, -0.65, -0.71, -0.21, -0.06, 0.58, -0.51, -0.69, -0.61, -0.51, -0.77, 2.36, -0.31, -0.80, -0.84, -0.51, -1.08, 0.36, 0.12, 0.57, 0.17, 0.44, 0.36, 0.42, 0.31, 0.30, 0.42, 0.36, 0.43, 0.09, 0.24, 0.43, 0.35, 0.41, 0.39, -0.09, 0.47, 0.35, 0.42, 0.29, -1.61, 1.09, -0.69, -0.69, -0.94, -0.62, 0.36, -0.16, -0.32, 0.13, 0.74, -2.05, 1.24, -1.65, -0.89, 1.73, -1.49, 0.64, -0.10, -0.13, -1.03, -0.87, -0.67, 0.39, -0.46, 0.40, 0.35, 0.30, 0.35, 0.38, 0.41, 0.68, 0.66, 0.26, 0.65, 0.42, 0.25, 0.38, 0.35, 0.24, 0.59, 0.39, 0.40, 0.44, 0.46, 0.54, -0.81, -0.88, -0.92, 0.51, -0.70, -0.36, -1.06, 0.42, 0.25, 0.15, 0.41, 0.41, -0.11, 0.48, -0.02, 0.43, 0.31],
  "multiplicity": 1,
  "relative_energy_kj_mol": 178.94,
  "lumo_energy_ev": 2.5,
  "total_charge": -1
}